Record 1
This record from the Open Molecules 2025 dataset describes a cluster of 3 separate species, C3H11O3 in total in a non-equilibrium geometry. The level of theory is ωB97M-V/def2-TZVPD.

Atoms and positions in Å:
1 C -0.09758 0.48634 0.37258
2 O -0.09468 -0.65550 -0.35263
3 C 1.30861 1.09238 0.61893
4 C 1.27239 2.62671 0.65888
5 H -0.70834 1.27640 -0.16589
6 H -0.59828 0.46939 1.37530
7 H 1.74110 0.71310 1.54363
8 H 1.81058 0.87017 -0.32838
9 H 2.21389 3.16499 0.81406
10 H 0.97792 2.97996 -0.33774
11 H 0.54766 2.98889 1.39114
12 H -1.27537 -2.79790 0.98565
13 H -0.32751 -1.67758 0.70809
14 O -0.69347 -2.23997 1.51343
15 H -0.93745 -0.78970 -1.75816
16 H -1.47978 -1.88543 -2.70706
17 O -1.35005 -0.96378 -2.67387

Results
HOMO level: -4.01 eV
charge: -1
energy relative to the best compared isomer or geometry (same formula, charge and spin): 8.3 kcal per mole
calculated total energy: -9432.5336 eV
gap between HOMO and LUMO: 8.090 eV
lowest unoccupied orbital energy: 4.0812 eV

Record 2
This record from the Open Molecules 2025 dataset describes a structure of composition C29H46CaCl6F3I2KN6O9P in a non-equilibrium geometry. The level of theory is ωB97M-V/def2-TZVPD.

Atoms and positions in Å:
1 O 5.70798 1.29067 2.25305
2 P 5.28758 2.29555 1.06812
3 I 4.94481 0.89868 -0.95059
4 C 3.51854 2.68663 1.47356
5 N 2.76697 3.11927 0.47434
6 N 1.51204 3.38336 0.74863
7 C 1.11753 3.18274 2.00706
8 C -0.33035 3.40434 2.29005
9 C -1.11986 2.16530 1.76388
10 C -0.29022 0.89528 1.78190
11 I -1.49522 -0.87644 1.56824
12 N 1.88681 2.78783 3.01565
13 N 3.14842 2.52872 2.73209
14 H 4.94466 0.89799 2.70562
15 H -0.67635 4.24640 1.70288
16 H -0.48508 3.57466 3.34729
17 H -2.04643 2.02611 2.30773
18 H -1.39102 2.38125 0.73448
19 H 0.26019 0.74920 2.70169
20 H 0.35478 0.86230 0.91462
21 C 1.97679 -5.96258 -1.50767
22 C 0.83304 -6.81800 -1.03572
23 O -0.13516 -6.03564 -0.32630
24 C -0.98846 -5.35005 -1.09281
25 O -0.98274 -5.33944 -2.28849
26 C -2.00047 -4.59502 -0.20894
27 F -1.36418 -3.98560 0.79240
28 F -2.88838 -5.44575 0.29979
29 F -2.64521 -3.68677 -0.92148
30 H 2.41393 -5.40847 -0.67574
31 H 2.74750 -6.56592 -1.97351
32 H 1.63444 -5.23712 -2.23172
33 H 1.18470 -7.57341 -0.31533
34 H 0.37196 -7.35988 -1.86030
35 C 0.42620 -6.50182 3.25165
36 C 1.11788 -7.86099 3.30896
37 C 2.58687 -7.74401 3.81674
38 C 3.44069 -6.99133 2.91137
39 N 4.09117 -6.40733 2.15197
40 H 0.90267 -5.82327 2.52807
41 H -0.61673 -6.62148 2.95434
42 H 0.46944 -6.01758 4.24349
43 H 1.06862 -8.34939 2.29626
44 H 0.57134 -8.51904 3.97900
45 H 3.00767 -8.74683 3.95243
46 H 2.61261 -7.23138 4.82158
47 C 0.62579 6.96377 -1.60973
48 Cl 1.65415 6.91266 -3.04186
49 Cl -1.07792 7.02954 -2.06385
50 Cl 0.94369 5.55319 -0.59274
51 H 0.86179 7.86028 -1.05265
52 K 1.63280 -3.28358 -2.47726
53 Cl 4.70712 -6.11608 -1.12858
54 Ca 2.64372 -7.76064 0.98130
55 C -0.23140 6.36879 -6.38147
56 O 0.46984 5.33004 -7.02980
57 C 1.11308 4.47520 -6.10293
58 C 1.68365 3.26709 -6.81048
59 O 0.73252 2.23016 -7.02466
60 C -0.18100 2.44898 -8.09281
61 C 0.41916 2.21000 -9.45998
62 O 1.12264 3.35690 -9.89468
63 C 1.84419 3.11202 -11.08024
64 H 0.44422 6.97141 -5.76497
65 H -0.67273 7.00389 -7.14629
66 H -1.03403 5.96030 -5.75574
67 H 0.39856 4.15288 -5.33388
68 H 1.93064 5.03386 -5.62539
69 H 2.44172 2.82682 -6.15897
70 H 2.17030 3.55520 -7.74418
71 H -0.62933 3.44237 -8.03100
72 H -0.97440 1.71350 -7.94370
73 H -0.38812 2.00071 -10.17674
74 H 1.09699 1.34694 -9.41918
75 H 2.61375 2.34761 -10.91964
76 H 2.32884 4.04110 -11.37115
77 H 1.17624 2.79289 -11.88879
78 C -5.47348 1.30703 6.69456
79 C -5.02753 0.97456 5.42257
80 C -4.50578 1.95271 4.59339
81 C -4.43647 3.25371 5.05614
82 C -4.88014 3.60441 6.31651
83 C -5.40260 2.62056 7.13852
84 N -3.87013 4.29242 4.18738
85 O -3.50773 3.96142 3.06760
86 O -3.79092 5.41810 4.62255
87 H -5.87620 0.54006 7.34225
88 H -5.08385 -0.04843 5.07742
89 H -4.15819 1.69822 3.60296
90 H -4.82156 4.62717 6.65698
91 H -5.75267 2.87848 8.12803
92 C 3.56839 -4.37940 5.27757
93 C 2.48709 -4.74119 6.29080
94 O 1.55604 -5.53106 5.64150
95 H 3.10746 -3.84044 4.44515
96 H 4.40865 -3.77871 5.64521
97 H 3.93447 -5.35838 4.94741
98 H 2.12243 -3.79276 6.73921
99 H 3.00690 -5.21542 7.15142
100 C -6.81204 3.96325 2.08867
101 Cl -8.06990 4.23078 0.87825
102 Cl -7.41269 4.20389 3.73602
103 H -6.45658 2.94371 1.99894
104 H -6.00337 4.66194 1.91058

Results
HOMO level: -8.62 eV
charge: +1
calculated total energy: -201712.1963 eV
gap between HOMO and LUMO: 3.909 eV
lowest unoccupied orbital energy: -4.7086 eV

Record 3
This record from the Open Molecules 2025 dataset describes a structure of composition C31H63F5InO3. The level of theory is ωB97M-V/def2-TZVPD.

Atoms and positions in Å:
1 C 4.07400 0.80588 -3.03968
2 C 4.04619 -0.59636 -3.63195
3 O 2.68953 -1.05020 -3.67927
4 C 2.47456 -2.38023 -3.58776
5 O 3.01143 -3.05379 -2.75021
6 C 1.54641 -2.93376 -4.64057
7 C 1.72115 -2.27863 -6.02041
8 C 0.97935 -0.95082 -6.29283
9 In -0.47578 -0.11569 -4.80406
10 C -0.51823 2.09811 -5.27329
11 C 0.62947 2.85890 -4.75929
12 O 1.20600 2.69711 -3.70530
13 C -2.50191 -0.87509 -5.40611
14 C -3.22874 -1.77895 -4.38923
15 C -4.31056 -1.06201 -3.57082
16 C -3.80175 -0.13532 -2.49507
17 F -2.86090 -0.72194 -1.72446
18 F -3.26542 1.00176 -3.00762
19 C -4.90711 0.34194 -1.52316
20 F -4.39708 0.98871 -0.47301
21 F -5.76389 1.16328 -2.14633
22 F -5.62132 -0.69668 -1.04436
23 H 4.92030 1.35816 -3.45991
24 H 3.15094 1.32784 -3.29520
25 H 4.18780 0.76672 -1.95385
26 H 4.43978 -0.59358 -4.65594
27 H 4.63827 -1.29414 -3.03351
28 H 1.81534 -3.99468 -4.68416
29 H 0.50794 -2.87740 -4.29808
30 H 1.44879 -3.02439 -6.77650
31 H 2.80484 -2.13526 -6.14707
32 H 0.38799 -1.07206 -7.20927
33 H 1.71312 -0.16470 -6.50177
34 H -0.16597 -0.46932 -3.11706
35 H -0.57603 2.24576 -6.35767
36 H -1.44070 2.49460 -4.83122
37 H 0.99990 3.68446 -5.41720
38 H -2.41079 -1.40387 -6.36174
39 H -3.13555 -0.00055 -5.61081
40 H -3.76588 -2.57890 -4.91615
41 H -2.52611 -2.25689 -3.69670
42 H -4.95564 -1.79471 -3.07712
43 H -4.94134 -0.46502 -4.23850
44 C 6.18577 3.82734 2.72596
45 C 7.45157 3.07099 2.33732
46 C 7.59956 2.87694 0.82890
47 C 6.46833 2.07330 0.18292
48 C 6.25163 0.67876 0.76812
49 C 7.45595 -0.24317 0.60841
50 H 5.28906 3.28825 2.41594
51 H 6.13129 3.95897 3.80816
52 H 6.16234 4.81745 2.26557
53 H 7.46122 2.09891 2.83891
54 H 8.32520 3.61277 2.71096
55 H 8.55948 2.39397 0.62450
56 H 7.64754 3.85834 0.34590
57 H 6.67190 1.97805 -0.88812
58 H 5.53356 2.63480 0.25726
59 H 5.38988 0.22714 0.27088
60 H 5.98468 0.75254 1.82693
61 H 7.71794 -0.35684 -0.44590
62 H 7.24421 -1.23626 1.00688
63 H 8.33333 0.14131 1.13268
64 C 0.57018 -0.76425 4.53985
65 C 0.73032 0.49584 5.38433
66 C 1.08025 1.73775 4.56547
67 C 2.40351 1.65057 3.80280
68 C 3.62880 1.37313 4.67199
69 C 3.90186 2.45870 5.70836
70 H 1.49518 -1.02577 4.02424
71 H 0.28817 -1.61774 5.15836
72 H -0.20471 -0.62947 3.78272
73 H 1.49156 0.32759 6.15218
74 H -0.20271 0.68756 5.92157
75 H 1.09523 2.60796 5.22829
76 H 0.27882 1.92332 3.84400
77 H 2.55709 2.59246 3.26632
78 H 2.33176 0.87835 3.03295
79 H 4.49954 1.28374 4.01576
80 H 3.52688 0.40656 5.17351
81 H 4.04272 3.42762 5.22410
82 H 4.80737 2.23323 6.27487
83 H 3.08477 2.55656 6.42520
84 C -10.26987 -3.14041 3.96153
85 C -9.69355 -1.79458 3.53360
86 C -9.20308 -1.77266 2.08666
87 C -8.07035 -2.75363 1.77722
88 C -6.81960 -2.58133 2.63855
89 C -6.15885 -1.21625 2.47914
90 H -9.52172 -3.93287 3.91046
91 H -10.63699 -3.10255 4.98844
92 H -11.10506 -3.42734 3.31830
93 H -8.87875 -1.51578 4.20745
94 H -10.46032 -1.02396 3.65185
95 H -8.88418 -0.75783 1.83565
96 H -10.04594 -1.99503 1.42382
97 H -7.79172 -2.63763 0.72538
98 H -8.43596 -3.77954 1.88003
99 H -6.10257 -3.35838 2.36143
100 H -7.06141 -2.75450 3.69169
101 H -5.88047 -1.03717 1.44034
102 H -5.25178 -1.14702 3.08104
103 H -6.82124 -0.40714 2.79257

Results
HOMO level: -4.70 eV
charge: -1
calculated total energy: -58073.4854 eV
gap between HOMO and LUMO: 7.101 eV
lowest unoccupied orbital energy: 2.3974 eV

Record 4
This record from the Open Molecules 2025 dataset describes a cluster of 2 separate species, C2H9NOS2 in total in a non-equilibrium geometry. The level of theory is ωB97M-V/def2-TZVPD.

Atoms and positions in Å:
1 C -1.76286 0.85927 -1.56647
2 S -2.44693 -0.63130 -0.72721
3 S -2.90935 0.26939 1.17165
4 H -1.09704 1.32056 -0.84023
5 H -1.03973 0.37280 -2.22307
6 H -2.44063 1.61715 -1.94035
7 H -4.07493 -0.40317 1.10377
8 N 3.00720 -0.48186 0.67583
9 C 1.66769 -0.24859 1.06262
10 O 0.74913 -0.13567 -0.06718
11 H 3.34788 0.14955 -0.03210
12 H 3.37529 -1.41373 0.54291
13 H 1.62950 0.69706 1.60346
14 H 1.18195 -0.97071 1.71026
15 H 0.81284 -1.00076 -0.47391

Results
HOMO level: -8.31 eV
energy relative to the best compared isomer or geometry (same formula, charge and spin): 20.7 kcal per mole
calculated total energy: -27427.1949 eV
gap between HOMO and LUMO: 8.747 eV
lowest unoccupied orbital energy: 0.4330 eV